[1]
This record from OMol25 describes a molecular structure, C5H10O. The level of theory is ωB97M-V/def2-TZVPD.

CARTESIAN COORDINATES (ANGSTROEM)
1 H -0.9891 1.7349 -1.5301
2 H 2.4652 -0.5863 1.1582
3 C 0.9406 -0.2841 -0.3338
4 H 1.3862 -1.0680 -0.9606
5 C 1.3779 -0.4565 1.1117
6 H -2.4436 0.6483 0.3934
7 H 1.1234 0.4082 1.7324
8 C -0.6920 0.0258 -0.6436
9 O -0.8479 0.8154 -1.7927
10 C -0.5618 -1.3694 -0.7851
11 H -1.1663 0.0700 1.4708
12 H 1.3119 0.6447 -0.7831
13 H -1.0375 1.6833 0.7241
14 H 0.9076 -1.3478 1.5346
15 C -1.3627 0.6456 0.5664
16 H -0.4118 -1.5640 -1.8627

As for the energy above the lowest of the compared OMol25 structures with the same formula, charge and spin: 89.6 kcal/mol. The charge is 0. The value obtained for the LUMO energy is 0.85 eV. The value obtained for the gap between HOMO and LUMO is 0.341 Eh. As for the HOMO energy: -8.44 eV. The value obtained for the molar mass is 86.134 g/mol. The calculation puts the electronic energy at -7390.8820 eV.

---

[2]
This record from OMol25 describes a molecular structure, C21H31MnO4 in a non-equilibrium geometry. The level of theory is ωB97M-V/def2-TZVPD.

CARTESIAN COORDINATES (ANGSTROEM)
1 C -1.5265 -3.6205 2.2586
2 H 2.0240 -2.9102 3.8109
3 H 2.5676 -0.8106 2.1960
4 Mn -0.2708 -1.8101 2.3425
5 C 1.1039 2.9304 -4.2439
6 H 2.7155 -1.3664 0.0999
7 H -0.1918 -2.2907 5.2813
8 H -1.0611 5.1245 -5.5450
9 H -3.8082 -0.2095 4.2691
10 H -0.9553 0.1904 4.5876
11 H -1.3021 4.4448 -3.2854
12 H 0.6902 1.0860 2.6410
13 C 1.6815 -0.9259 2.8138
14 C -0.2620 -2.9951 0.4132
15 C 0.2271 -1.7069 4.4611
16 C -0.5224 0.2285 -0.9533
17 H 0.6668 -0.2018 -2.7406
18 H -1.1514 1.0872 -0.7126
19 H -2.8639 -1.7237 4.0946
20 C -0.1879 -0.3916 4.0838
21 C -0.7306 4.0986 -5.3615
22 C 1.3901 -2.0372 3.6760
23 H 1.6539 2.2694 0.0270
24 H -2.4971 -2.8576 0.3810
25 H 0.1915 -4.4339 3.4392
26 H 1.8519 -1.7753 -1.3996
27 H 3.2961 -0.7396 -1.4609
28 O -1.7599 -0.6835 1.9115
29 H -1.1586 3.4682 -6.1501
30 O -3.6980 0.3972 1.7223
31 O 0.4025 -0.0287 0.1349
32 H 1.6991 -3.7030 1.2445
33 H 0.5939 1.5580 -2.2492
34 H 3.1295 1.7001 -0.7968
35 C 2.4009 -0.9877 -0.8774
36 H 1.2168 3.5984 -6.3281
37 C 1.5410 0.2413 -0.7209
38 C -1.5871 -3.0728 0.9393
39 C 0.8166 3.9455 -5.3674
40 H 1.4212 1.9546 -4.6596
41 C 0.6364 -3.5184 1.4010
42 H 2.7345 1.1069 0.8362
43 H -4.4656 -1.5268 3.3142
44 C 0.6919 0.0837 3.0609
45 H -2.0748 3.0021 -3.9959
46 C -0.1513 -3.9126 2.5491
47 H -0.0091 -2.7485 -0.6129
48 H 1.2952 4.9031 -5.1202
49 H 1.9005 3.2809 -3.5641
50 H -2.3785 -3.8971 2.8788
51 O -0.0958 2.7445 -3.4394
52 C -3.5314 -1.0189 3.5825
53 C 0.6132 0.5236 -1.9206
54 C -1.1505 3.5931 -3.9720
55 H -1.0993 -0.6699 -1.1801
56 C -2.9724 -0.3937 2.3352
57 C 2.3100 1.4069 -0.1297

The spin multiplicity is 4. The charge is +1. The value obtained for the LUMO energy (spin up / spin down) is -5.51 / -4.37 eV. The value obtained for the gap between HOMO and LUMO (spin up / spin down) is 0.217 / 0.267 Eh. As for the HOMO energy (spin up / spin down): -11.42 / -11.64 eV. The value obtained for the molar mass is 402.413 g/mol. The calculation puts the electronic energy at -61779.8465 eV.

---

[3]
This record from OMol25 describes a molecular structure, C14H30F6GeN3OSSbSeTl in a non-equilibrium geometry. The level of theory is ωB97M-V/def2-TZVPD.

CARTESIAN COORDINATES (ANGSTROEM)
1 H -1.8209 -4.8058 1.2568
2 F -1.6300 -6.9401 -0.3911
3 H 5.1624 3.4356 -0.2898
4 S -2.1849 -2.2583 2.1357
5 C 1.1224 -1.5017 -4.4215
6 H 3.6574 1.4491 -0.4246
7 C -0.5966 3.0534 2.8000
8 H 1.1832 4.7882 -0.3032
9 H -4.3816 -5.6632 1.5736
10 H 1.2855 -1.2845 -5.4798
11 N -2.4661 -4.8483 2.0552
12 N -3.7792 -3.7484 3.6525
13 C -0.6441 2.7481 -0.5817
14 C 0.1336 3.4574 -1.6879
15 F -0.5625 -4.4334 -0.2524
16 H 2.6692 2.8259 -0.8660
17 H -1.5035 2.1230 -0.9190
18 C 3.2339 2.3876 -0.0319
19 C -4.1288 -2.6257 4.5229
20 C -3.3997 -5.9725 1.9972
21 C 2.2661 1.9278 1.0902
22 H -3.2771 -1.9561 4.6366
23 F 0.2835 -6.1048 -2.2383
24 N -0.5919 4.2367 2.8466
25 Ge 0.4583 1.4940 0.5457
26 H 0.4283 -0.7488 -3.9988
27 H -4.2277 -4.6492 3.9153
28 H 3.0822 4.8618 1.5040
29 C 2.4035 -1.5417 -3.7695
30 Tl -1.8228 -1.9695 -0.8754
31 H 4.5677 5.5820 0.7711
32 H 3.1884 5.1261 -0.2545
33 H 2.2676 6.2650 -2.2309
34 H -3.5098 -6.4170 3.0136
35 H 1.0785 5.4199 -3.3517
36 H 4.7572 3.0761 1.3804
37 F -1.2329 -3.8782 -2.8240
38 C 3.7787 4.8438 0.6194
39 H -4.9659 -2.1034 4.0183
40 H -3.0513 -6.7485 1.3383
41 H 0.4410 0.0871 -0.1460
42 H 0.8580 2.6909 -2.0834
43 Se -0.6041 1.2136 2.6509
44 C -2.8301 -3.6971 2.6762
45 C 0.7278 4.8500 -1.2990
46 H 2.4246 4.5420 -2.6095
47 H 0.6112 -2.4565 -4.3491
48 Sb -1.4167 -5.5131 -1.6643
49 F -3.0177 -4.6432 -1.0085
50 C 1.6767 5.3227 -2.3794
51 F -2.3918 -6.3891 -3.0433
52 H -0.1364 5.5141 -1.1716
53 C 4.3088 3.4019 0.4353
54 H -1.0881 3.4118 0.1770
55 H 2.1112 2.6754 1.8827
56 H -4.3980 -3.0470 5.5102
57 O 3.3575 -1.5432 -3.1063
58 H -0.5264 3.6229 -2.5673
59 H 2.6622 1.0546 1.6142

The spin multiplicity is 2. As for the energy above the lowest of the compared OMol25 structures with the same formula, charge and spin: 3.8 kcal/mol. The charge is 0. The value obtained for the LUMO energy (spin up / spin down) is -0.65 / -0.65 eV. The value obtained for the gap between HOMO and LUMO (spin up / spin down) is 0.182 / 0.310 Eh. As for the HOMO energy (spin up / spin down): -5.60 / -9.08 eV. The value obtained for the molar mass is 880.182 g/mol. The calculation puts the electronic energy at -181757.4245 eV.

---

[4]
This record from OMol25 describes 2 unconnected molecules or ions with the total composition C3H9NO2 in a non-equilibrium geometry. The level of theory is ωB97M-V/def2-TZVPD.

CARTESIAN COORDINATES (ANGSTROEM)
1 O 0.0510 -0.3110 -0.7712
2 C -0.6779 -1.1136 0.0966
3 H -1.5119 -3.0226 0.2316
4 O -1.1253 -0.6414 1.1006
5 H 2.4488 1.5045 0.3181
6 H 0.1529 -3.0270 -0.4048
7 H 2.0144 1.7195 -1.1599
8 H -0.1870 0.5831 -0.9330
9 C -0.8002 -2.5054 -0.3986
10 C 1.8047 2.2149 -0.2201
11 H 2.1989 3.2278 -0.1409
12 N 0.4965 2.0878 0.3215
13 H 0.4275 2.2149 1.3318
14 H -1.1911 -2.5137 -1.4119
15 H -0.2085 2.6628 -0.1515

The spin multiplicity is 2. As for the energy above the lowest of the compared OMol25 structures with the same formula, charge and spin: 27.5 kcal/mol. The charge is +1. The value obtained for the LUMO energy (spin up / spin down) is -3.79 / -9.20 eV. The value obtained for the gap between HOMO and LUMO (spin up / spin down) is 0.404 / 0.198 Eh. As for the HOMO energy (spin up / spin down): -14.79 / -14.59 eV. The value obtained for the molar mass is 91.110 g/mol. The calculation puts the electronic energy at -8832.3171 eV.